[1]
# C15H31N7O7PZr

A structure of composition C15H31N7O7PZr (ωB97M-V/def2-TZVPD, the OMol25 dataset).

```
! RIJCOSX wB97M-V def2-TZVPD def2/J DEFGRID3
* xyz 3 1
Zr 0.2934 0.2864 0.8315
N 0.3278 0.6004 3.1925
C 1.3915 -0.1691 3.8921
C 1.4851 -1.5229 3.2355
N 1.7663 -1.4035 1.7651
C 3.1944 -0.9933 1.5284
C 3.3159 0.4592 1.0995
N 2.4380 0.6702 -0.0756
C 1.4985 -2.7439 1.1621
C 1.2905 -2.6962 -0.3546
N 0.0094 -3.3287 -0.7885
H 0.3792 1.5830 3.4532
H -0.5813 0.2822 3.5250
H 1.1670 -0.2823 4.9528
H 2.3255 0.3880 3.8238
H 0.5285 -2.0358 3.3409
H 2.2511 -2.1418 3.7090
H 3.6081 -1.6271 0.7414
H 3.7875 -1.1836 2.4243
H 4.3573 0.6927 0.8744
H 2.9974 1.1530 1.8826
H 2.7532 0.1564 -0.8970
H 2.4486 1.6511 -0.3437
H 0.5953 -3.1275 1.6300
H 2.3146 -3.4239 1.4162
H 2.0929 -3.1802 -0.9088
H 1.2409 -1.6720 -0.7470
H 0.0207 -4.3451 -0.6957
H -0.7940 -2.9650 -0.2543
O -5.5457 2.4856 0.6259
C -4.2928 2.0912 0.7053
C -3.1880 2.9606 0.6137
C -1.9368 2.4169 0.7861
N -1.7640 1.1260 1.0654
C -2.7857 0.2680 0.9448
C -4.0750 0.6962 0.7771
C -2.2600 -1.1368 0.7309
O -2.8084 -1.9795 0.0771
O -1.0095 -1.2731 1.1847
C -0.6071 3.0182 0.3591
O -0.5508 3.8419 -0.5298
O 0.4213 2.3842 0.8644
H -5.6492 3.4472 0.5765
H -3.3126 4.0093 0.3758
H -4.9025 0.0084 0.6681
N -0.2358 -2.2653 -3.3773
C -0.9784 -0.9931 -3.4230
P -0.0069 0.3283 -2.6297
O 1.4577 0.2402 -2.8561
O -0.4234 0.3794 -1.1349
C -0.6155 1.9042 -3.3741
N 0.3475 3.0121 -3.0689
H 0.6964 -2.1244 -3.7638
H -0.6946 -2.9279 -3.9993
H -0.1279 -3.0562 -1.8154
H -1.9205 -1.1007 -2.8797
H -1.2295 -0.6790 -4.4412
H -1.6029 2.2056 -3.0291
H -0.6386 1.7810 -4.4573
H 0.2069 3.8018 -3.7030
H 1.3084 2.6756 -3.1908
H 0.2206 3.3732 -2.0966
*
```

Values from the calculation:
Kohn-Sham gap   9.2844 eV
Energy above the lowest of the compared OMol25 structures with the same formula, charge and spin   13.1 kcal per mole


[2]
# C9H20O3

An isolated molecule of C9H20O3 at a distorted geometry (ωB97M-V/def2-TZVPD, the OMol25 dataset).

```
! RIJCOSX wB97M-V def2-TZVPD def2/J DEFGRID3
* xyz 0 1
C 4.4428 0.1110 -0.4189
O 3.1724 -0.4745 -0.9945
C 2.0395 -0.0873 -0.2083
C 2.0443 1.3746 0.1462
C 2.0160 -0.9103 1.1081
O 0.8610 -0.3164 -1.0450
O -0.1903 0.0314 -0.0494
C -0.8586 -1.2430 -0.2323
C -2.1555 -1.0958 0.5171
C -3.1403 0.0284 0.1380
C -3.4982 -0.2140 -1.2942
C -2.6260 1.5224 0.2871
H 5.2225 -0.1480 -1.2342
H 4.2105 1.2410 -0.1974
H 4.6941 -0.3366 0.5186
H 2.8625 1.6272 0.8227
H 2.1966 1.8997 -0.8133
H 1.0400 1.7167 0.5290
H 3.0098 -0.7157 1.6818
H 1.7831 -2.0251 1.0506
H 1.0800 -0.5556 1.7170
H -0.9935 -1.3181 -1.3208
H -0.2852 -2.1002 0.1818
H -1.7556 -0.9479 1.6011
H -2.7871 -1.9963 0.6597
H -4.0028 -0.1636 0.9253
H -4.3804 0.3532 -1.6498
H -2.7402 0.2479 -1.9205
H -3.6875 -1.3179 -1.5049
H -3.6713 2.1312 0.3417
H -1.8639 1.6983 1.3419
H -2.0385 1.9834 -0.6843
*
```

Values from the calculation:
Kohn-Sham gap   10.5370 eV
SMILES   COC(C)(C)OOCCC(C)C
Energy above the lowest of the compared OMol25 structures with the same formula, charge and spin   0.0 kcal per mole


[3]
# C6H11NO

An isolated molecule of C6H11NO at a distorted geometry (ωB97M-V/def2-TZVPD, the OMol25 dataset).

```
! RIJCOSX wB97M-V def2-TZVPD def2/J DEFGRID3
* xyz 0 1
C 1.4766 -0.0798 1.9490
C 0.4233 0.4712 0.9335
O -0.0484 1.7570 1.4191
C -0.5661 -0.4911 0.3981
C -1.4806 -0.8149 -0.7865
C -0.5041 -1.0211 -1.9886
N 0.6548 -0.1553 -1.6579
C 0.1534 0.4803 -0.5125
H 0.7340 0.1753 2.9758
H 1.5569 -1.3240 1.8777
H 2.4882 0.4780 1.8811
H -0.8889 1.7279 1.9575
H -0.2238 -1.4437 0.3550
H -2.1597 0.0790 -1.1127
H -2.0622 -1.6629 -0.5203
H -0.4291 -2.0479 -2.2432
H -1.1183 -0.6658 -2.7888
H 1.3533 -0.7744 -1.2853
H -0.4619 1.2215 -0.8027
*
```

Values from the calculation:
Kohn-Sham gap   8.9860 eV
SMILES   C[C@]1(O)[C@H]2CCN[C@@H]21
Energy above the lowest of the compared OMol25 structures with the same formula, charge and spin   158.9 kcal per mole


[4]
# C3H9O3

A cluster of 2 separate species, C3H9O3 in total (ωB97M-V/def2-TZVPD, the OMol25 dataset).

```
! RIJCOSX wB97M-V def2-TZVPD def2/J DEFGRID3
* xyz -1 1
C 0.5589 0.3680 0.2071
C 0.3435 -1.1009 0.4866
O -0.5416 -1.8257 -0.3997
C 1.3358 1.0627 1.3545
O 1.4674 2.3824 1.2323
H 1.0807 0.4930 -0.7493
H -0.4206 0.8710 0.1251
H -0.0542 -1.1483 1.5090
H 1.2909 -1.6507 0.4996
H -1.2567 -1.1850 -0.4766
H 2.3182 0.5246 1.2911
H 0.7834 0.7506 2.3228
H -2.0659 0.1009 -2.8671
H -2.0805 -1.2911 -2.2849
O -2.6012 -0.4790 -2.3091
*
```

Values from the calculation:
Kohn-Sham gap   5.6386 eV
Energy above the lowest of the compared OMol25 structures with the same formula, charge and spin   25.2 kcal per mole


[5]
# C5H9N

A structure of composition C5H9N at a distorted geometry (ωB97M-V/def2-TZVPD, the OMol25 dataset).

```
! RIJCOSX wB97M-V def2-TZVPD def2/J DEFGRID3
* xyz 0 1
C -2.1657 0.2725 -0.0651
C 0.3262 -0.1785 0.0445
N 0.1336 -1.5479 0.3161
C -0.7339 0.6429 -0.2671
C 1.3200 0.6493 0.7691
C 2.1657 0.2106 -0.2377
H 0.9957 -2.0457 0.4858
H -0.3866 -2.0369 -0.3999
H -0.5408 1.6687 -0.5464
H 1.1557 1.7006 0.9700
H -2.7931 1.1577 0.0464
H -2.3044 -0.3381 0.8279
H -2.5406 -0.3055 -0.9162
H 2.6339 -0.7634 -0.1878
H 2.7344 0.9136 -0.8395
*
```

Values from the calculation:
Kohn-Sham gap   7.7954 eV
Energy above the lowest of the compared OMol25 structures with the same formula, charge and spin   100.5 kcal per mole


[6]
# C9H13N2O3

A cluster of 2 separate species, C9H13N2O3 in total at a distorted geometry (ωB97M-V/def2-TZVPD, the OMol25 dataset).

```
! RIJCOSX wB97M-V def2-TZVPD def2/J DEFGRID3
* xyz 1 1
C 2.4845 -2.6234 -1.7142
C 1.0877 -1.3634 -0.3800
C 0.9282 1.0334 -0.5129
C -1.7535 1.3050 0.6924
C 2.9649 -3.4817 -0.6185
C 0.9712 -2.3866 0.7075
C 2.3959 -3.1202 0.7540
C -3.3201 4.0343 -0.7082
C -2.4665 3.5572 0.4696
N 1.6678 -1.6763 -1.5352
N 0.9367 -0.0933 -0.0448
O 0.7424 2.1179 -0.8028
O -2.3189 1.2846 1.8772
O -1.8793 2.3376 -0.0324
H 2.7622 -2.9819 -2.8185
H 2.4904 -4.3977 -0.7554
H 4.0777 -3.4574 -0.5458
H 0.5949 -1.9062 1.6602
H 0.0557 -2.9796 0.3853
H 2.3784 -4.1037 1.4106
H 3.0562 -2.3255 1.3000
H -2.8856 3.6459 -1.5417
H -4.3920 3.9928 -0.7589
H -3.2521 5.1670 -0.8621
H -3.1974 3.4630 1.1962
H -1.7085 4.4116 0.7021
H -2.4209 0.5466 2.4764
*
```

Values from the calculation:
Kohn-Sham gap   5.7910 eV
Energy above the lowest of the compared OMol25 structures with the same formula, charge and spin   81.1 kcal per mole


[7]
# C21H16NO4Pd

A structure of composition C21H16NO4Pd at a distorted geometry (ωB97M-V/def2-TZVPD, the OMol25 dataset).

```
! RIJCOSX wB97M-V def2-TZVPD def2/J DEFGRID3
* xyz 1 1
Pd 0.0299 -1.2640 -0.9456
O -3.1984 -3.4769 0.9324
C -2.1190 -2.8597 0.4855
O -2.1185 -2.1935 -0.5583
C -0.9026 -3.0234 1.2830
C -0.8435 -3.5382 2.5697
C 0.3882 -3.6038 3.2108
C 1.5348 -3.2185 2.5197
C 1.4288 -2.7371 1.2235
N 0.2132 -2.5986 0.6266
C 2.5452 -2.3213 0.3525
O 3.7941 -2.6100 0.6866
O 2.3259 -1.7102 -0.6937
H -3.9457 -3.3792 0.3177
H -1.7478 -3.8663 3.0558
H 0.4579 -3.9525 4.2289
H 2.4968 -3.2912 3.0052
H 3.8846 -3.1413 1.4924
C -1.3829 5.4693 1.3190
C -1.3146 4.5377 2.3409
C -1.0487 3.2143 2.0493
C -0.8354 2.8028 0.7341
C -0.9067 3.7443 -0.2923
C -1.1856 5.0664 0.0073
C -0.5541 1.3805 0.5118
C -0.1380 0.7874 -0.5780
C 0.3235 0.6903 -1.9064
C 1.6501 1.0051 -2.3096
C 2.1299 0.5397 -3.5105
C 1.3309 -0.2350 -4.3552
C 0.0180 -0.5225 -4.0131
C -0.5092 -0.0820 -2.7990
H -1.5815 6.5055 1.5455
H -1.4658 4.8391 3.3657
H -0.9988 2.4925 2.8506
H -0.7576 3.4393 -1.3177
H -1.2461 5.7930 -0.7880
H -0.7067 0.7677 1.4015
H 2.2745 1.5886 -1.6479
H 3.1435 0.7718 -3.8019
H 1.7375 -0.5995 -5.2858
H -0.6143 -1.0669 -4.7004
H -1.5867 -0.1449 -2.6131
*
```

Values from the calculation:
Kohn-Sham gap   6.1188 eV
Energy above the lowest of the compared OMol25 structures with the same formula, charge and spin   11.4 kcal per mole


[8]
# C4H7NO2

A cluster of 2 separate species, C4H7NO2 in total at a distorted geometry (ωB97M-V/def2-TZVPD, the OMol25 dataset).

```
! RIJCOSX wB97M-V def2-TZVPD def2/J DEFGRID3
* xyz 0 1
C 0.0547 0.0769 -1.7289
C 0.7220 -0.3676 -0.4713
N 1.0509 -1.5362 -0.1219
O 0.8552 0.7400 0.2579
C 0.1634 0.8583 1.4647
C -1.1717 0.1656 1.3524
O -1.4839 -0.5542 2.2931
H 1.0162 0.0342 -2.4186
H -1.0118 -1.0920 -2.0376
H -0.2847 1.0097 -2.1889
H 1.0609 -2.1580 -0.9311
H 0.7367 0.2892 2.1956
H 0.2502 1.9393 1.6351
H -1.9579 0.5949 0.6995
*
```

Values from the calculation:
Kohn-Sham gap   10.2894 eV
Energy above the lowest of the compared OMol25 structures with the same formula, charge and spin   126.9 kcal per mole


[9]
# C13H19CoO6

A structure of composition C13H19CoO6 (ωB97M-V/def2-TZVPD, the OMol25 dataset).

```
! RIJCOSX wB97M-V def2-TZVPD def2/J DEFGRID3
* xyz 1 2
Co 0.3874 0.1207 -0.5124
C 3.3594 -0.2988 0.4691
O 2.3308 0.6317 0.1300
C 2.8034 1.9419 -0.1658
C 1.5727 2.7801 -0.4497
O 0.6606 2.0554 -1.2848
C 0.9821 1.9592 -2.6812
C 1.6706 0.6460 -2.9897
O 0.8974 -0.3708 -2.3465
C 1.2611 -1.7147 -2.6977
H 3.9126 0.0592 1.3377
H 2.8754 -1.2409 0.7118
H 4.0447 -0.4341 -0.3718
H 3.3475 2.3476 0.6908
H 3.4876 1.9051 -1.0203
H 1.0193 2.9684 0.4682
H 1.8368 3.7306 -0.9146
H 0.0284 2.0056 -3.2045
H 1.5992 2.8038 -2.9916
H 1.6761 0.4746 -4.0684
H 2.6989 0.6044 -2.6212
H 1.1158 -1.8548 -3.7680
H 2.3020 -1.9071 -2.4305
H 0.5960 -2.3715 -2.1442
O -3.2518 -2.5353 0.3455
C -3.3500 -1.8273 1.4903
C -4.3669 -2.0773 2.4092
C -4.4513 -1.3462 3.5771
C -3.5244 -0.3463 3.8615
C -2.5180 -0.0943 2.9571
C -2.4123 -0.8218 1.7647
C -1.3174 -0.4842 0.8605
O -0.4685 0.4302 1.1570
O -1.1156 -1.0469 -0.2731
H -3.9692 -3.1779 0.3069
H -5.0921 -2.8544 2.1968
H -5.2500 -1.5580 4.2758
H -3.5948 0.2228 4.7771
H -1.7837 0.6756 3.1488
*
```

Values from the calculation:
Kohn-Sham gap (spin up / spin down)   8.5296 / 8.9230 eV
⟨S²⟩   0.950


[10]
# C16H34F6MnN2O6

A structure of composition C16H34F6MnN2O6 at a distorted geometry (ωB97M-V/def2-TZVPD, the OMol25 dataset).

```
! RIJCOSX wB97M-V def2-TZVPD def2/J DEFGRID3
* xyz 0 6
Mn 9.4907 -33.1928 -7.9838
C 11.3872 -33.0077 -5.0999
O 10.1648 -32.6929 -4.3144
O 11.0557 -33.3087 -6.4300
C 12.3493 -31.7410 -4.9166
F 13.4801 -31.8254 -5.6370
F 11.7140 -30.6499 -5.3600
F 12.7694 -31.6552 -3.6836
C 10.0918 -33.1609 -3.0035
C 8.5944 -33.3928 -2.7659
H 8.0166 -33.9692 -3.4884
H 8.6892 -33.9568 -1.8380
H 7.9338 -32.5508 -2.5596
H 10.5007 -32.4978 -2.2411
H 10.4890 -34.1589 -2.8186
H 11.8303 -33.8834 -4.6257
C 7.3387 -31.1189 -6.2580
O 6.5797 -32.2136 -5.7363
O 8.3539 -31.6777 -7.0242
C 6.3179 -30.1131 -6.9729
F 5.3906 -30.7200 -7.7066
F 5.6993 -29.3079 -6.1519
F 6.8760 -29.2833 -7.8132
C 5.2463 -32.1645 -5.1624
C 5.1415 -33.4540 -4.2497
H 5.7543 -33.3661 -3.3526
H 4.0978 -33.6784 -4.0297
H 5.4697 -34.3564 -4.7655
H 4.4375 -32.1912 -5.8926
H 5.0334 -31.4059 -4.4092
H 7.6606 -30.5354 -5.3954
C 6.6277 -36.3859 -7.5736
C 7.3693 -35.2351 -8.2620
C 6.5057 -34.1367 -8.9115
O 7.4031 -33.1820 -9.4248
C 6.8819 -32.1833 -10.2203
N 8.1625 -34.6989 -7.1302
H 6.2346 -36.1702 -6.5801
H 7.2874 -37.2479 -7.4740
H 5.7349 -36.5965 -8.1623
H 8.0462 -35.7338 -8.9557
H 5.9305 -33.5945 -8.1609
H 5.8565 -34.5723 -9.6709
H 7.5910 -31.4058 -10.5042
H 6.1243 -31.6701 -9.6281
H 6.5916 -32.6090 -11.1808
H 8.5036 -35.5144 -6.6416
H 7.5821 -34.0909 -6.5703
C 9.7935 -34.1354 -11.1335
C 11.1330 -34.0703 -10.2816
C 11.5841 -32.5985 -9.9097
O 10.5844 -31.9900 -9.2205
C 10.8053 -30.5521 -8.9829
N 10.6912 -34.6416 -9.0870
H 8.9948 -34.7757 -10.7590
H 10.0464 -34.3595 -12.1698
H 9.4130 -33.1215 -11.2580
H 11.9123 -34.6543 -10.7712
H 11.7076 -32.1602 -10.9001
H 12.4668 -32.5303 -9.2739
H 11.6066 -30.3743 -8.2657
H 9.8248 -30.1787 -8.6874
H 11.0405 -30.1039 -9.9482
H 10.5319 -35.5685 -9.4553
H 11.5568 -34.8444 -8.6077
*
```

Values from the calculation:
Kohn-Sham gap (spin up / spin down)   7.8657 / 7.9718 eV
⟨S²⟩   8.753
Energy above the lowest of the compared OMol25 structures with the same formula, charge and spin   86.7 kcal per mole


Computed electronic energy, in the same sequence as the records: -1888.0230, -580.4057, -364.9783, -345.3934, -250.5067, -685.5461, -1293.1852, -361.6786, -2340.7425, -2941.1219 Eh.